(1)
This record from the OMol25 dataset describes a structure of composition C2H5N3OS at a distorted geometry. The level of theory is ωB97M-V with the def2-TZVPD basis set.

Computed properties:
Energy relative to the best compared isomer or geometry (same formula, charge and spin) ... 2.404 eV
DFT total energy ... -716.85237 a.u.
Gap between HOMO and LUMO ... 8.9 eV
Total charge ... 0
HOMO level ... -8.729 eV

Each line ends with the Löwdin charge.
Element x y z (Å)
C  -0.937  -0.276  -0.385  -0.5534
C  1.546  0.075  -0.074  -0.9783
H  -1.054  -2.190  0.480  0.1409
H  -2.460  -1.398  0.190  0.1017
H  -0.857  1.317  -1.386  0.1023
H  1.886  1.645  1.403  0.2606
H  0.184  1.244  0.612  0.0878
N  -1.491  -1.219  0.458  0.1235
N  -1.529  0.748  -0.796  0.1466
N  1.215  1.309  0.355  0.0431
O  0.447  -0.637  -0.517  -0.0876
S  3.049  -0.619  -0.340  0.6127

---

(2)
This record from the OMol25 dataset describes the molecule C2H5N3OS at a distorted geometry. The level of theory is ωB97M-V with the def2-TZVPD basis set.

Computed properties:
Energy relative to the best compared isomer or geometry (same formula, charge and spin) ... 2.050 eV
DFT total energy ... -716.86538 a.u.
Gap between HOMO and LUMO ... 9.8 eV
Total charge ... 0
HOMO level ... -9.190 eV
Structure (SMILES) ... [H]/N=C/NC(=O)NS

Each line ends with the Löwdin charge.
Element x y z (Å)
H  -1.499  -1.991  0.666  0.0185
N  -0.879  -1.249  0.677  0.0315
C  -1.368  -0.248  -0.022  -0.2236
N  -0.664  0.947  -0.410  0.0921
C  0.658  1.232  0.008  -0.6468
O  1.189  2.297  0.172  0.0702
N  1.414  0.128  0.445  -0.3085
S  1.552  -1.119  -0.790  0.7505
H  -2.266  -0.394  -0.685  0.1333
H  -1.135  1.824  -0.479  0.1286
H  2.370  0.533  0.784  0.1399
H  0.629  -1.960  -0.367  -0.1860

---

(3)
This record from the OMol25 dataset describes the molecule C2H5N3OS at a distorted geometry. The level of theory is ωB97M-V with the def2-TZVPD basis set.

Computed properties:
Energy relative to the best compared isomer or geometry (same formula, charge and spin) ... 4.165 eV
DFT total energy ... -716.78766 a.u.
Gap between HOMO and LUMO ... 9.1 eV
Total charge ... 0
HOMO level ... -9.185 eV
Structure (SMILES) ... N#CC=S(N)(N)=O

Each line ends with the Löwdin charge.
Element x y z (Å)
N  -4.109  -0.148  0.091  0.1480
C  -3.025  -0.433  -0.102  -0.3591
C  -1.703  -0.613  -0.476  -0.3156
S  -0.693  0.560  -0.011  0.6780
N  0.589  0.582  -1.113  -0.1329
N  0.322  0.279  1.338  -0.1186
O  -1.244  1.840  0.255  -0.3073
H  -1.225  -1.539  -0.563  0.0579
H  0.328  0.845  -2.074  0.0788
H  1.499  1.015  -0.671  0.1164
H  1.300  0.592  1.367  0.0619
H  0.130  -0.707  1.679  0.0924

---

(4)
This record from the OMol25 dataset describes the molecule C2H5N3OS at a distorted geometry. The level of theory is ωB97M-V with the def2-TZVPD basis set.

Computed properties:
Energy relative to the best compared isomer or geometry (same formula, charge and spin) ... 3.706 eV
DFT total energy ... -716.80452 a.u.
Gap between HOMO and LUMO ... 9.2 eV
Total charge ... 0
HOMO level ... -8.688 eV
Structure (SMILES) ... C=NNC(=S)NO

Each line ends with the Löwdin charge.
Element x y z (Å)
C  2.501  -0.205  -0.113  -0.0418
N  1.325  0.248  0.075  -0.0283
N  0.333  -0.677  0.238  -0.0405
C  -1.003  -0.346  0.040  -0.8518
S  -2.211  -1.485  -0.046  0.6212
N  -1.280  0.947  -0.001  -0.0739
O  -2.558  1.476  0.061  -0.0364
H  3.273  0.543  -0.377  0.0705
H  2.847  -1.275  0.089  0.0980
H  0.504  -1.621  0.275  0.0817
H  -0.593  1.703  -0.173  0.1644
H  -3.139  0.692  -0.068  0.0368

---

(5)
This record from the OMol25 dataset describes the molecule C2H5N3OS at a distorted geometry. The level of theory is ωB97M-V with the def2-TZVPD basis set.

Computed properties:
Energy relative to the best compared isomer or geometry (same formula, charge and spin) ... 5.944 eV
DFT total energy ... -716.72227 a.u.
Gap between HOMO and LUMO (spin up / spin down) ... 8.4 / 8.4 eV
Total charge ... 0
HOMO level (spin up / spin down) ... -9.121 / -9.121 eV
Structure (SMILES) ... N[C@H]1CN1[N+]([O-])=S

Each line ends with the Löwdin charge.
Element x y z (Å)
N  0.237  0.174  -1.854  0.0792
C  0.522  0.352  -0.468  -0.3789
C  -0.431  1.151  0.354  -0.0435
N  -0.441  -0.295  0.427  -0.0839
N  -0.196  -1.204  1.443  -0.7302
O  -0.907  -1.239  2.452  -0.0252
S  0.920  -2.298  0.962  0.6626
H  -0.612  0.407  -2.162  0.0161
H  0.611  -0.819  -2.086  0.1298
H  1.611  0.425  -0.134  0.1595
H  -0.120  1.798  1.243  0.1483
H  -1.195  1.548  -0.177  0.0664

---

(6)
This record from the OMol25 dataset describes the molecule C2H5N3S at a distorted geometry. The level of theory is ωB97M-V with the def2-TZVPD basis set.

Computed properties:
Energy relative to the best compared isomer or geometry (same formula, charge and spin) ... 1.843 eV
DFT total energy ... -641.61631 a.u.
Gap between HOMO and LUMO ... 8.9 eV
Total charge ... 0
HOMO level ... -8.899 eV
Structure (SMILES) ... N/N=C\NC=S

Each line ends with the Löwdin charge.
Element x y z (Å)
N  0.029  0.980  -1.808  -0.0368
N  -1.053  1.012  -0.916  -0.0551
C  -0.897  0.256  0.112  -0.2181
N  0.235  -0.510  0.372  -0.0368
C  0.492  -1.143  1.557  -0.7185
S  1.732  -2.187  1.785  0.6028
H  -0.250  1.691  -2.519  0.0916
H  0.833  1.442  -1.371  0.0834
H  -1.691  0.076  0.853  0.1252
H  0.850  -0.598  -0.395  0.0950
H  -0.280  -1.019  2.330  0.0673

---

(7)
This record from the OMol25 dataset describes the molecule C2H5N3S at a distorted geometry. The level of theory is ωB97M-V with the def2-TZVPD basis set.

Computed properties:
Energy relative to the best compared isomer or geometry (same formula, charge and spin) ... 2.490 eV
DFT total energy ... -641.59254 a.u.
Gap between HOMO and LUMO ... 8.7 eV
Total charge ... 0
HOMO level ... -8.937 eV
Structure (SMILES) ... [H]/N=C\N(N)C=S

Each line ends with the Löwdin charge.
Element x y z (Å)
H  -2.191  -0.840  -0.430  0.0738
N  -1.511  -1.591  -0.045  0.0878
C  -0.296  -1.199  0.071  -0.3033
N  0.145  0.074  -0.035  -0.2741
N  -0.855  1.045  -0.063  0.0961
C  1.422  0.400  -0.002  -0.7014
S  2.683  -0.632  -0.076  0.6439
H  0.434  -1.972  0.296  0.0819
H  -0.701  1.621  0.783  0.1174
H  -0.663  1.590  -0.844  0.0699
H  1.532  1.505  0.345  0.1080

---

(8)
This record from the OMol25 dataset describes the molecule C2H5N3S at a distorted geometry. The level of theory is ωB97M-V with the def2-TZVPD basis set.

Computed properties:
Energy relative to the best compared isomer or geometry (same formula, charge and spin) ... 1.773 eV
DFT total energy ... -641.61889 a.u.
Gap between HOMO and LUMO ... 9.1 eV
Total charge ... 0
HOMO level ... -8.314 eV
Structure (SMILES) ... C=NNC(N)=S

Each line ends with the Löwdin charge.
Element x y z (Å)
C  -0.687  -0.490  1.979  -0.0799
N  -1.530  -0.196  1.055  -0.0260
N  -1.036  0.470  -0.048  -0.0691
C  0.159  0.357  -0.661  -0.9283
N  0.332  1.270  -1.628  0.0820
S  1.279  -0.805  -0.240  0.6065
H  0.324  -0.147  1.999  0.0171
H  -1.092  -1.014  2.845  0.0713
H  -1.802  0.738  -0.621  0.1262
H  1.110  1.147  -2.235  0.0815
H  -0.197  2.140  -1.711  0.1188

---

(9)
This record from the OMol25 dataset describes the molecule C2H5N3S at a distorted geometry. The level of theory is ωB97M-V with the def2-TZVPD basis set.

Computed properties:
Energy relative to the best compared isomer or geometry (same formula, charge and spin) ... 1.694 eV
DFT total energy ... -641.62179 a.u.
Gap between HOMO and LUMO ... 9.0 eV
Total charge ... 0
HOMO level ... -8.606 eV
Structure (SMILES) ... C=NNC(N)=S

Each line ends with the Löwdin charge.
Element x y z (Å)
C  -0.097  -1.481  2.049  -0.0503
N  0.244  -0.243  1.963  -0.0228
N  0.518  0.349  0.754  -0.0587
C  -0.095  0.169  -0.479  -0.9542
N  -1.145  -0.702  -0.534  0.0552
S  0.406  1.024  -1.789  0.5999
H  -0.159  -1.929  3.043  0.0672
H  -0.177  -2.170  1.197  0.0748
H  1.097  1.180  0.746  0.1136
H  -1.714  -0.562  -1.357  0.0839
H  -1.721  -0.851  0.298  0.0914

---

(10)
This record from the OMol25 dataset describes the molecule C2H5N3S at a distorted geometry. The level of theory is ωB97M-V with the def2-TZVPD basis set.

Computed properties:
Energy relative to the best compared isomer or geometry (same formula, charge and spin) ... 6.627 eV
DFT total energy ... -641.44051 a.u.
Gap between HOMO and LUMO (spin up / spin down) ... 7.4 / 6.8 eV
Total charge ... 0
HOMO level (spin up / spin down) ... -8.573 / -8.077 eV

Each line ends with the Löwdin charge.
Element x y z (Å)
C  0.213  -0.240  -0.524  -0.6795
C  1.127  -0.123  0.696  -0.1080
N  -0.565  -1.440  -0.598  0.0714
N  -2.025  -0.755  0.542  -0.3474
N  -0.590  1.009  -0.649  -0.2669
S  -2.059  0.688  0.202  0.8959
H  0.979  -0.169  -1.292  0.1339
H  1.974  0.528  0.478  0.0594
H  1.345  -1.119  1.237  0.1002
H  0.486  0.457  1.510  0.0845
H  -0.885  1.164  -1.603  0.0565